No. 1
{"formula": "C15H14N4O5", "method": "ωB97M-V/def2-TZVPD", "species": ["O", "C", "N", "N", "C", "C", "C", "C", "C", "O", "C", "O", "C", "N", "N", "C", "C", "C", "C", "C", "O", "C", "O", "C", "H", "H", "H", "H", "H", "H", "H", "H", "H", "H", "H", "H", "H", "H"], "positions_angstrom": [[-0.029844, 4.838017, -2.981937], [-0.013470, 3.814922, -2.327007], [1.126115, 3.053975, -2.240052], [1.191534, 1.818197, -1.743212], [2.294605, 1.186045, -1.758365], [2.392689, -0.162965, -1.244368], [3.636109, -0.784574, -1.148204], [3.738739, -2.069721, -0.648104], [2.605095, -2.748481, -0.238060], [2.637019, -4.024996, 0.272367], [1.344728, -2.136460, -0.335937], [0.233105, -2.804875, 0.067295], [1.247668, -0.855710, -0.842750], [-1.124414, 3.383113, -1.655073], [-1.137815, 2.391800, -0.759014], [-2.230003, 2.044301, -0.208545], [-2.253555, 0.980165, 0.771251], [-1.064113, 0.474995, 1.296156], [-1.090554, -0.569665, 2.196862], [-2.298152, -1.121074, 2.591891], [-2.390339, -2.167682, 3.477297], [-3.502754, -0.606404, 2.091502], [-4.691224, -1.132224, 2.486577], [-3.470583, 0.440381, 1.188779], [1.942497, 3.468315, -2.699146], [3.214315, 1.635384, -2.156882], [4.527989, -0.262439, -1.460288], [4.704915, -2.550817, -0.573562], [3.543877, -4.349043, 0.265905], [0.505280, -3.691769, 0.341581], [0.282679, -0.386866, -0.929310], [-1.971992, 3.927310, -1.837833], [-3.186695, 2.519061, -0.461568], [-0.131633, 0.913432, 0.983711], [-0.167756, -0.968532, 2.595055], [-1.502986, -2.455756, 3.715851], [-4.504413, -1.855182, 3.101041], [-4.406663, 0.815823, 0.806095]], "atomic_forces_ev_per_a": [[-0.0069, 0.0818, -0.0525], [0.0352, -0.0904, 0.0438], [0.8588, 0.6195, -0.3672], [0.1993, -0.9929, 0.0389], [0.0484, 0.9396, -0.3617], [0.0926, -0.7581, 0.2511], [-0.2330, 0.2531, -0.0647], [-0.1698, -0.2070, 0.1019], [0.0832, 0.1886, -0.0712], [-0.1405, 0.1285, -0.0338], [0.3957, -0.1071, 0.0070], [-0.0334, -0.1429, 0.0432], [0.1474, -0.1874, 0.0532], [-0.9259, 0.5241, -0.3330], [-0.1757, -0.4389, 0.8181], [-0.0720, 0.7185, -0.6820], [0.0750, -0.5596, 0.5813], [-0.2014, 0.1047, -0.0462], [-0.1840, -0.0537, 0.0497], [-0.0704, 0.2065, -0.1630], [-0.1061, 0.0752, -0.0678], [0.4666, -0.1727, 0.1821], [-0.0597, -0.1097, 0.0777], [0.1762, -0.0661, 0.0324], [-0.3795, -0.0868, 0.1379], [-0.0563, 0.0409, 0.0320], [0.0846, 0.0787, -0.0439], [0.0812, -0.0469, 0.0123], [-0.0728, -0.0034, 0.0057], [-0.0683, 0.0563, -0.0323], [-0.1828, 0.0359, -0.0222], [0.3813, -0.1343, 0.0152], [0.0456, 0.0117, -0.0640], [0.1439, 0.0431, -0.0122], [0.1043, -0.0533, 0.0356], [-0.0723, -0.0076, 0.0049], [-0.0653, 0.0478, -0.0420], [-0.1433, 0.0642, -0.0643]], "e_above_lowest_ev": 0.0000, "e_homo_ev": -7.825, "homo_lumo_gap_ha": 0.2989, "lumo_energy_ev": 0.31, "smiles": "O=C(N/N=C/c1ccc(O)c(O)c1)N/N=C/c1ccc(O)c(O)c1"}

---

No. 2
{"formula": "C48H45BrCl3N10O5RuS", "method": "ωB97M-V/def2-TZVPD", "species": ["Ru", "Cl", "C", "C", "C", "Cl", "C", "O", "C", "Cl", "C", "H", "H", "Br", "C", "C", "C", "C", "C", "C", "N", "N", "C", "C", "C", "C", "O", "C", "N", "C", "C", "C", "C", "H", "H", "H", "H", "H", "H", "H", "H", "H", "C", "N", "C", "C", "N", "C", "C", "C", "C", "C", "C", "C", "C", "C", "N", "C", "N", "C", "C", "N", "C", "C", "C", "N", "C", "C", "H", "H", "H", "H", "H", "H", "H", "H", "H", "H", "H", "H", "H", "H", "H", "H", "H", "H", "H", "H", "H", "H", "H", "H", "H", "H", "H", "H", "H", "H", "O", "C", "N", "S", "O", "O", "C", "C", "C", "C", "C", "C", "H", "H", "H", "H"], "positions_angstrom": [[-0.079241, 0.455092, 0.807599], [-6.195634, 5.332519, 0.610239], [-5.182555, 4.052205, 1.209072], [-3.830836, 4.431978, 1.604146], [-2.920959, 3.498329, 1.878983], [-1.346567, 3.970309, 2.407252], [-3.190690, 2.012832, 1.769115], [-2.089358, 0.233726, 0.514071], [-4.723418, 1.725980, 1.842608], [-6.666896, -0.187749, 1.667171], [-5.613194, 2.801952, 1.286207], [-3.584598, 5.481450, 1.690581], [-6.624389, 2.535282, 1.006924], [2.781891, -7.393290, -4.057376], [1.118263, -7.109666, -3.195845], [1.097447, -6.802225, -1.842555], [-0.109607, -6.546987, -1.220333], [-1.312692, -6.595219, -1.950199], [-1.266903, -6.965774, -3.302948], [-0.059440, -7.209084, -3.925763], [-2.537593, -6.240314, -1.429459], [-2.555703, -5.800269, -0.208276], [-2.154575, -4.603609, 0.203830], [-1.995928, -4.385319, 1.591634], [-1.337167, -3.277951, 2.083246], [-0.804263, -2.310669, 1.227538], [-0.039246, -1.351304, 1.669985], [-1.080036, -2.421599, -0.180529], [-0.625572, -1.417106, -0.961287], [-0.936981, -1.421793, -2.236137], [-1.708665, -2.425491, -2.831489], [-2.125807, -3.482937, -2.060136], [-1.796152, -3.518794, -0.697193], [2.021112, -6.768281, -1.280628], [-0.136466, -6.310537, -0.165417], [-2.196391, -7.030093, -3.853520], [-0.024787, -7.468255, -4.974860], [-2.351226, -5.155753, 2.263048], [-1.167945, -3.151779, 3.144978], [-0.572377, -0.589258, -2.827472], [-1.962517, -2.366201, -3.880997], [-2.720902, -4.275516, -2.491203], [3.093904, -1.382030, 1.144625], [2.591932, -1.638311, -0.203357], [2.314886, -3.032862, -0.508365], [2.219262, -0.618167, -1.000710], [1.728708, 0.516732, -0.502149], [2.341612, 1.711177, -0.934750], [3.701079, 1.671559, -1.167666], [4.431058, 2.788278, -1.596225], [3.791801, 3.975625, -1.770452], [2.409166, 4.086958, -1.490422], [1.809389, 5.364354, -1.601229], [0.511931, 5.547934, -1.241393], [-0.239633, 4.453111, -0.792112], [0.274567, 3.179719, -0.742141], [-0.569992, 2.143419, -0.262737], [-1.890278, 2.185029, -0.456962], [-2.723404, 1.478611, 0.443831], [-2.538096, 1.285869, 2.947851], [-5.031429, 0.375787, 1.196654], [-2.471090, 2.636987, -1.564064], [-3.906609, 2.851536, -1.658761], [-1.742370, 2.898030, -2.794147], [1.648753, 2.956637, -1.070037], [2.403192, -0.797880, -2.339542], [1.795983, 0.069188, -3.328863], [3.477949, -1.620757, -2.868799], [3.983577, -1.999439, 1.296037], [2.363506, -1.622066, 1.911568], [3.375892, -0.335344, 1.234120], [1.658595, -3.443783, 0.260930], [3.237613, -3.619056, -0.518151], [1.820189, -3.126497, -1.471562], [4.225928, 0.740514, -0.985044], [5.496589, 2.698242, -1.764514], [4.328314, 4.862814, -2.081507], [2.419307, 6.191627, -1.941316], [0.055317, 6.528178, -1.286681], [-1.251509, 4.622553, -0.450634], [-1.451839, 1.309377, 2.917890], [-2.855584, 0.245650, 2.985432], [-2.836380, 1.784487, 3.870341], [-5.013280, 0.435758, 0.112756], [-4.968390, 1.632049, 2.907094], [-4.324053, -0.385709, 1.510134], [-4.390901, 2.603207, -0.721751], [-4.318106, 2.230133, -2.455663], [-4.104481, 3.900220, -1.891760], [-0.797370, 2.363518, -2.797213], [-1.537719, 3.960457, -2.935265], [-2.361343, 2.539596, -3.617299], [0.962191, 0.612912, -2.895936], [1.437915, -0.538579, -4.163374], [2.517233, 0.799681, -3.705753], [4.083518, -2.018941, -2.061020], [4.116265, -1.003208, -3.507130], [3.088971, -2.448105, -3.466480], [1.909521, 2.937776, 1.709891], [1.952838, 2.079120, 2.572135], [1.052141, 1.054544, 2.711856], [1.223081, 0.303809, 4.172324], [1.445522, -1.110817, 4.065074], [0.178581, 0.742138, 5.059264], [2.747323, 1.102964, 4.595068], [3.595915, 0.883957, 5.661662], [4.755147, 1.647887, 5.718458], [5.041316, 2.594175, 4.735700], [4.167435, 2.807559, 3.677579], [3.016432, 2.042930, 3.626059], [3.366409, 0.147092, 6.419630], [5.445244, 1.504435, 6.539638], [5.956685, 3.167951, 4.800465], [4.362692, 3.538910, 2.904263]], "atomic_forces_ev_per_a": [[-0.6281, -0.1768, -0.7667], [0.0322, -0.0117, -0.0161], [-0.0239, 0.0176, 0.0028], [0.0197, 0.0564, -0.0274], [-0.0556, 0.0225, -0.1109], [0.1122, 0.0306, -0.0497], [-0.0504, -0.1543, 0.0133], [0.6388, 0.1518, 0.7395], [-0.0183, 0.0508, 0.1323], [0.0002, 0.0020, -0.0010], [-0.0386, -0.0300, 0.1102], [-0.0177, 0.0032, 0.0156], [-0.0005, 0.0076, -0.0224], [-0.0195, -0.0146, 0.0025], [0.0160, 0.0001, 0.0300], [-0.0165, -0.0104, -0.0258], [-0.0689, 0.0181, 0.0013], [0.1944, -0.1032, 0.1026], [-0.0182, 0.0195, -0.0016], [0.0025, 0.0005, -0.0323], [-0.2336, 0.1576, -0.3088], [0.1819, -0.2524, 0.3996], [-0.1358, 0.1995, -0.1924], [0.0061, -0.0040, -0.0087], [0.0071, 0.0139, 0.0577], [0.1529, 0.0071, 0.0387], [0.0810, -0.1319, -0.1264], [0.0382, -0.0305, -0.0042], [-0.0001, -0.0827, -0.0358], [-0.0423, 0.0094, 0.0183], [-0.0204, -0.0220, 0.0160], [0.0041, 0.0405, -0.0687], [0.0695, -0.0920, 0.0527], [0.0043, 0.0148, -0.0026], [0.0170, 0.0041, -0.0029], [-0.0047, 0.0062, 0.0053], [-0.0045, -0.0056, 0.0006], [0.0186, -0.0248, -0.0123], [-0.0060, -0.0214, 0.0004], [-0.1268, -0.0795, 0.0262], [0.0070, 0.0029, -0.0042], [0.0128, 0.0018, 0.0055], [-0.0061, 0.0044, -0.0256], [-0.3362, 0.1377, 0.1633], [0.0985, 0.0108, -0.0441], [0.2129, -0.1042, -0.2846], [-0.1100, 0.1399, 0.4787], [0.1006, -0.0983, -0.0654], [-0.0100, -0.0574, -0.0143], [0.0006, 0.0018, -0.0280], [0.0114, -0.0033, 0.0122], [-0.0399, -0.0233, -0.0154], [0.0038, -0.0049, -0.0001], [0.0146, -0.0012, -0.0217], [0.0168, 0.0106, 0.0774], [-0.0442, 0.0315, 0.0137], [0.2770, 0.0703, 0.2800], [0.0089, -0.0137, -0.0335], [0.0808, 0.0573, -0.2808], [0.0623, -0.0886, -0.0570], [0.0036, -0.0118, 0.0431], [-0.0411, 0.0893, -0.0841], [-0.0572, -0.0551, 0.0188], [-0.0262, 0.0162, -0.0275], [-0.0026, 0.0157, -0.0468], [-0.1022, -0.0022, 0.0573], [0.0627, 0.0674, 0.0492], [-0.0097, 0.0246, -0.0046], [-0.0054, 0.0110, -0.0254], [-0.1617, -0.0014, 0.0534], [-0.0435, 0.0142, 0.0073], [-0.0394, 0.0218, 0.0479], [-0.0038, -0.0044, -0.0333], [-0.0310, 0.0224, -0.0021], [0.0311, 0.0129, 0.0059], [0.0013, 0.0051, -0.0084], [0.0020, -0.0033, -0.0122], [-0.0029, 0.0073, 0.0081], [-0.0002, 0.0027, 0.0288], [-0.0549, 0.0102, -0.0062], [-0.0145, 0.0416, 0.0036], [0.0029, -0.0025, 0.0039], [-0.0327, -0.0178, 0.0005], [-0.0119, -0.0120, 0.0068], [-0.0165, 0.0120, 0.0141], [-0.0197, -0.0140, -0.0128], [0.0708, 0.0107, -0.1634], [0.0157, -0.0006, -0.0270], [-0.0006, 0.0110, 0.0208], [0.0145, -0.0097, 0.0118], [0.0064, -0.0036, 0.0138], [-0.0161, 0.0068, 0.0127], [0.0549, 0.0324, 0.0555], [0.0058, 0.0144, 0.0078], [0.0344, 0.0131, 0.0137], [0.0008, -0.0046, 0.0056], [-0.0099, 0.0077, -0.0004], [0.0115, -0.0213, 0.0076], [0.0468, -0.0978, -0.0573], [-0.1372, 0.1215, 0.1043], [0.1248, -0.0162, -0.1203], [-0.0647, 0.0596, -0.0108], [0.0816, -0.0186, -0.0599], [-0.0435, -0.0457, 0.0088], [-0.0100, 0.0455, -0.1030], [-0.0664, -0.0221, 0.0596], [-0.0178, -0.0007, 0.0023], [-0.0132, 0.0165, -0.0181], [0.0109, 0.0103, 0.0422], [0.0086, -0.0198, -0.0013], [0.0156, -0.0075, -0.0035], [0.0166, -0.0011, -0.0108], [-0.0018, 0.0038, 0.0147], [0.0071, 0.0063, 0.0043]], "e_homo_ev": [-6.650, -7.583], "homo_lumo_gap_ha": [0.2421, 0.2394], "multiplicity": 6, "lumo_energy_ev": [-0.06, -1.07], "s_squared": 8.853}

---

No. 3
{"formula": "CH6NOP", "method": "ωB97M-V/def2-TZVPD", "species": ["C", "N", "O", "P", "H", "H", "H", "H", "H", "H"], "positions_angstrom": [[0.944889, -0.465746, -0.223909], [-0.565589, -0.605047, -0.284269], [-3.806069, -0.441265, -0.208247], [-1.719041, 0.527018, 0.198292], [1.162058, -0.812203, -1.375461], [1.272704, 0.594876, 0.019131], [1.429989, -1.179101, 0.413177], [-0.841544, -1.569175, -0.244991], [-1.752315, 0.971028, 1.524733], [-1.292907, 1.659353, -0.568741]], "atomic_forces_ev_per_a": [[-1.0946, 0.2693, -3.7487], [0.8249, 1.0787, 1.5376], [3.4302, 1.5886, 0.6473], [-2.9718, -2.1435, -2.2633], [0.4557, 1.3008, 2.8619], [-0.4741, -1.4325, -0.5625], [-0.0103, -0.2346, 0.5895], [-0.4596, -0.1085, 0.0477], [0.5560, 0.0289, 0.2253], [-0.2564, -0.3473, 0.6653]], "e_above_lowest_ev": 6.3804, "e_homo_ev": [-9.132, -9.088], "homo_lumo_gap_ha": [0.3201, 0.3195], "lumo_energy_ev": [-0.42, -0.39]}